# 1
4
Properties=species:S:1:pos:R:3:forces:R:3:nbo_charge:R:1 method="wB97M-V/def2-TZVPD" orbital_gap_ev="8.1 / 8.0" lumo_ev="-1.7 / -1.8"
O -1.91377 -0.83140 -0.00712 -2.25 0.47 0.54 -0.820
O 1.94070 0.78782 0.06761 0.32 -0.37 -0.22 -0.808
S -0.50897 -0.87928 -0.28329 3.16 0.09 -0.45 0.837
S 0.49192 0.90162 0.24788 -1.23 -0.18 0.14 0.790


# 2
7
Properties=species:S:1:pos:R:3:forces:R:3:nbo_charge:R:1 method="wB97M-V/def2-TZVPD" orbital_gap_ev="8.2 / 8.2" lumo_ev="-1.1 / -1.1"
C 0.13003 -0.73793 -1.02968 -0.18 0.50 -0.56 0.300
C 0.07993 -0.16332 0.18812 0.60 -0.37 5.01 0.234
N -0.16700 0.82074 0.93414 0.12 -0.75 -1.41 0.445
O 0.26263 -0.30168 1.69335 0.34 -0.75 1.14 -0.399
O -0.48788 1.90572 1.22665 -0.30 1.01 0.35 -0.274
O -0.22514 0.21849 -1.67881 -0.64 0.58 -4.41 -0.486
H 0.40743 -1.74201 -1.33377 0.05 -0.23 -0.13 0.180


# 3
13
Properties=species:S:1:pos:R:3:forces:R:3:nbo_charge:R:1 method="wB97M-V/def2-TZVPD" orbital_gap_ev=6.9 lumo_ev=-2.0
C -0.39557 -0.21609 -0.58138 2.18 4.54 5.12 0.315
C 1.04729 0.62089 -0.94685 1.74 -3.84 -4.35 0.545
H -1.58800 0.27343 2.50356 -0.85 -3.17 -3.50 0.377
H -0.99359 -1.31334 1.94385 -2.15 2.27 -1.04 0.331
H -0.16648 -1.43577 -2.15165 -0.91 -0.75 2.80 0.460
H -1.29926 -2.17337 -0.24305 3.02 2.70 -4.04 0.433
H 0.83027 1.69119 0.78167 -0.90 0.74 -4.56 0.448
H 2.73689 2.28178 -0.04417 -2.94 -0.38 -1.54 0.186
N -1.73387 -0.51692 1.57532 4.29 1.67 2.31 -0.695
N -0.82699 0.32005 0.59271 0.31 -1.99 -1.17 -0.428
N -0.43811 -1.38764 -1.09378 -3.19 -4.59 0.20 -0.791
N 0.85331 1.99958 -0.76852 4.44 -1.99 5.91 -0.589
O 1.97412 -0.14379 -1.56772 -5.03 4.78 3.87 -0.594


# 4
15
Properties=species:S:1:pos:R:3:forces:R:3:nbo_charge:R:1 method="wB97M-V/def2-TZVPD" orbital_gap_ev=9.7 smiles="CO/C(=N/C=O)NN" lumo_ev=0.6
C 2.34520 -0.81318 -0.12968 2.32 -3.52 2.59 -0.349
C 0.31408 0.07539 0.03634 -2.62 0.84 -0.55 0.746
C -1.44722 -1.33968 0.26978 -6.76 -0.36 -1.47 0.515
H 1.84318 -1.87444 -0.57288 1.05 3.73 0.83 0.264
H 2.48067 -1.15492 1.13725 -0.81 1.47 -3.73 0.197
H 3.46996 -0.81440 -0.43106 -2.31 1.01 -0.02 0.220
H 0.30828 2.22856 -0.29773 -2.20 -3.74 0.59 0.403
H -1.97233 2.10203 0.68308 -1.45 4.13 6.76 0.336
H -2.29555 2.07866 -0.91473 2.15 -1.31 1.77 0.373
H -2.28845 -0.65455 0.94518 2.91 -1.70 -1.11 0.113
N -0.36905 1.30733 -0.11872 -0.19 3.38 -0.61 -0.491
N -1.78649 1.64210 -0.05332 1.94 -4.50 -7.95 -0.631
N -0.11721 -1.18683 0.28625 2.58 4.57 -0.75 -0.624
O 1.57385 0.48650 -0.29166 1.10 -5.67 1.16 -0.488
O -2.05890 -2.08261 -0.54811 2.31 1.67 2.50 -0.585


# 5
15
Properties=species:S:1:pos:R:3:forces:R:3:nbo_charge:R:1 method="wB97M-V/def2-TZVPD" orbital_gap_ev=7.2 smiles="Cc1nc(=O)n(O)c[n+]1[S-]" lumo_ev=-0.5
C 0.81118 1.72730 0.02926 -0.71 0.68 0.42 0.281
C -0.16159 -0.61498 0.10793 3.20 4.68 0.51 0.572
C 2.10304 -0.35402 0.05602 2.66 1.84 -1.34 0.737
C -1.37988 -1.19055 0.00800 -3.69 -1.56 -4.47 -0.778
N 0.99973 -1.07188 0.27699 -0.97 -0.99 -0.34 -0.499
N 1.97058 1.07953 -0.05164 1.17 -1.12 0.81 -0.136
N -0.33997 1.07348 0.07785 4.00 -2.42 -0.41 -0.530
O 3.21205 -0.78004 -0.20836 -0.54 -0.15 0.76 -0.574
O 3.15546 1.84446 0.11797 -2.08 0.32 0.15 -0.509
S -1.76537 1.80846 -0.04345 -2.70 1.15 -0.01 -0.152
H 0.89066 2.84228 0.06192 -0.43 -1.17 -0.11 0.244
H -1.46324 -2.15094 -0.63703 0.48 1.79 0.91 0.273
H -2.09102 -0.34238 -0.31355 0.55 -1.10 -0.10 0.289
H -1.76722 -1.43539 0.89905 -1.37 -1.00 3.65 0.277
H 3.86360 1.28366 -0.18856 0.41 -0.97 -0.43 0.506


# 6
91
Properties=species:S:1:pos:R:3:forces:R:3:mulliken_charge:R:1 method="wB97M-V/def2-TZVPD" total_charge=+2 orbital_gap_ev=9.6 lumo_ev=-4.2
Pt 0.66327 0.28950 0.20607 -0.04 0.01 0.30 2.052
O 1.07896 2.20114 -0.30754 0.30 0.05 0.04 -0.265
P 0.41382 3.46390 0.24454 -0.09 0.00 -0.04 0.253
C -1.31883 3.43654 -0.29489 0.05 -0.07 0.04 -1.238
P -2.19736 1.95069 0.30229 -0.01 0.35 0.02 0.657
O -1.30327 0.73205 0.31624 -0.26 -0.20 -0.03 -0.231
C -2.77626 2.32809 1.94898 0.01 -0.07 0.02 0.608
C -2.30247 1.57687 3.02031 0.01 0.02 0.00 -0.289
C -2.73321 1.87224 4.30578 0.01 0.00 0.00 -0.634
C -3.62988 2.90922 4.51669 0.00 0.00 0.00 -0.613
C -4.10690 3.65644 3.44554 0.00 0.00 0.00 -0.735
C -3.68437 3.36559 2.16017 -0.01 -0.01 0.00 -0.642
C -3.58784 1.71136 -0.78482 0.02 -0.02 -0.02 0.697
C -4.23993 2.77997 -1.39830 0.01 -0.01 -0.04 -0.298
C -5.35141 2.54213 -2.19131 0.00 0.00 0.00 -0.804
C -5.81035 1.24382 -2.36906 0.01 0.00 0.00 -0.569
C -5.16201 0.18003 -1.75492 -0.01 -0.02 -0.01 -0.626
C -4.05014 0.40848 -0.96056 -0.03 0.01 0.07 -0.768
C 0.42542 3.57416 2.02147 -0.01 0.00 0.00 0.876
C 1.19322 2.68633 2.77030 0.04 0.02 -0.01 -0.645
C 1.18238 2.76846 4.15512 0.00 0.00 0.00 -0.758
C 0.40968 3.73122 4.78673 0.00 0.00 0.00 -0.647
C -0.35464 4.62216 4.04136 0.00 0.00 0.00 -0.807
C -0.34747 4.54725 2.66052 -0.02 -0.02 0.01 -0.179
C 1.19768 4.88261 -0.48329 -0.01 -0.02 -0.03 0.582
C 1.24400 4.96669 -1.87865 -0.02 0.01 0.00 -0.601
C 1.87417 6.04014 -2.48046 0.00 0.00 0.00 -0.809
C 2.45778 7.02936 -1.69560 0.00 0.00 0.00 -0.524
C 2.41778 6.94503 -0.31230 0.00 0.00 0.00 -0.803
C 1.78961 5.87031 0.30041 0.00 0.00 0.01 -0.341
H -1.31683 3.42120 -1.38830 0.03 0.02 0.00 0.744
H -1.82303 4.34519 0.04140 -0.05 -0.02 -0.01 0.676
H -1.60122 0.77099 2.84382 0.00 0.00 0.00 0.331
H -2.37139 1.28952 5.14245 0.00 0.00 0.00 0.459
H -3.96820 3.13350 5.51970 0.00 0.00 0.00 0.445
H -4.81617 4.45563 3.61335 0.00 0.00 0.00 0.452
H -4.07740 3.93806 1.32690 -0.01 -0.01 0.00 0.377
H -3.88882 3.79748 -1.27325 0.01 0.00 0.00 0.376
H -5.85843 3.36826 -2.67078 0.00 0.00 0.00 0.439
H -6.68070 1.06274 -2.98568 0.00 0.00 0.00 0.435
H -5.53223 -0.82897 -1.88481 0.00 0.01 0.00 0.501
H -3.54308 -0.41277 -0.47145 0.03 -0.04 -0.04 0.400
H 1.79257 1.93198 2.27592 0.00 0.00 0.00 0.420
H 1.77897 2.08123 4.73971 0.00 0.00 0.00 0.462
H 0.40329 3.79273 5.86700 0.00 0.00 0.00 0.443
H -0.95353 5.37364 4.53765 0.00 0.00 0.00 0.478
H -0.94352 5.24847 2.08716 0.00 0.00 0.00 0.425
H 0.79538 4.19322 -2.49201 0.01 -0.01 0.00 0.311
H 1.91032 6.11097 -3.55900 0.00 0.00 0.00 0.446
H 2.94679 7.87027 -2.16889 0.00 0.00 0.00 0.418
H 2.87692 7.71488 0.29256 0.00 0.00 0.00 0.451
H 1.76755 5.80204 1.38021 0.00 0.00 0.00 0.402
N -3.20284 -3.04660 -3.73137 0.00 0.00 0.00 -0.566
C -2.21827 -1.97277 -3.81901 -0.04 0.05 0.01 -0.396
C -1.61073 -1.67926 -2.45076 0.03 -0.14 -0.04 0.361
O -0.69748 -0.91333 -2.28286 -0.03 0.05 -0.06 -0.478
O -2.17915 -2.35728 -1.45208 0.04 0.01 -0.01 -0.454
H -4.07158 -2.81339 -4.19055 0.00 0.00 0.00 0.218
H -2.86166 -2.92038 -1.89503 0.00 0.01 0.01 0.459
H -2.86598 -3.91145 -4.13225 0.00 0.00 -0.01 0.188
H -2.68156 -1.04438 -4.15588 0.00 0.00 -0.01 0.315
H -1.39713 -2.18077 -4.50553 0.00 0.00 0.00 0.392
N 0.31619 -1.58976 0.62062 0.00 0.03 0.07 -0.879
C 0.13762 -2.69974 0.82489 -0.04 -0.02 -0.03 0.834
C -0.08229 -4.09096 1.06435 -0.01 0.00 0.00 0.474
C 0.41564 -5.02457 0.15486 0.00 0.00 -0.01 -0.417
C 0.20182 -6.37035 0.39098 0.00 0.00 0.00 -0.700
C -0.50016 -6.77468 1.51981 0.00 0.00 0.00 -0.351
C -0.99468 -5.83948 2.42009 0.00 0.01 0.00 -0.697
C -0.78851 -4.48965 2.19923 0.00 -0.01 -0.01 -0.385
H 0.96020 -4.69321 -0.71908 0.00 0.00 0.00 0.500
H 0.58367 -7.10587 -0.30334 0.00 0.00 0.00 0.415
H -0.66190 -7.82887 1.70040 0.00 0.00 0.00 0.417
H -1.53975 -6.16387 3.29549 0.00 0.00 0.00 0.413
H -1.16636 -3.74986 2.89163 0.00 0.00 0.00 0.488
C 5.24109 -1.34191 -0.76794 0.00 0.00 0.00 -1.100
C 5.18811 -0.04244 0.01539 -0.01 0.00 -0.01 -0.623
S 3.66667 0.89561 -0.15102 0.07 0.04 0.01 0.526
O 2.62079 -0.19686 0.22472 0.04 0.01 -0.23 -0.830
C 3.57643 1.13170 -1.95410 0.02 -0.03 -0.01 -0.560
C 2.68241 0.13362 -2.67429 0.01 0.01 0.01 -0.923
H 6.11331 -1.90953 -0.44699 0.01 0.00 -0.01 0.406
H 5.33480 -1.16853 -1.83899 -0.02 0.00 0.00 0.268
H 4.35556 -1.94596 -0.57886 0.01 -0.01 0.01 0.257
H 5.97005 0.66416 -0.27422 0.01 -0.01 0.01 0.480
H 5.27866 -0.20610 1.09010 -0.02 0.00 0.00 0.454
H 4.60834 1.07770 -2.30448 0.01 0.03 0.00 0.588
H 3.22530 2.15501 -2.08151 -0.03 -0.02 0.01 0.297
H 2.98530 -0.89392 -2.48496 0.00 0.00 0.00 0.285
H 2.75906 0.32042 -3.74550 0.00 0.00 0.00 0.481
H 1.63693 0.23837 -2.38826 0.01 -0.01 -0.01 0.054


The E results, record by record, are as follows: -946.78073 -357.01465 -373.59911 -433.06379 -868.22176 -3158.80774 Ha.
The largest force on an atom results, record by record, are as follows: 0.0622 0.0985 0.1545 0.1816 0.1167 0.0069 hartree/bohr.
The relative energy (zero: lowest compared OMol25 entry of this formula, charge and spin) results, record by record, are as follows: 16.9 174.5 320.8 162.5 83.6 0.0 kcal per mole.